(1)
The following is a quantum chemistry calculation of an isolated molecule of C19H28O3, from the OMol25 dataset.

Bonds (Å) are listed after each position.
Cartesian coordinates (Å):
1 C 0.58724 -2.79889 -0.04494  C2 1.423, H23 1.085, H24 1.106
2 C -0.44938 -1.84366 0.15276  C1 1.423, C3 1.486, H25 1.082
3 C -0.40047 -0.61348 0.98486  C2 1.486, C4 1.544, C5 1.542, O11 1.478
4 C -1.76056 -0.44829 1.69782  C3 1.544, H26 1.112, H27 1.088, H28 1.116
5 C 0.05937 0.56224 0.09926  C3 1.542, C6 1.511, H29 1.063, H30 1.135
6 C -0.56790 0.69960 -1.26796  C5 1.511, C7 1.537, H31 1.067, H32 1.116
7 C -2.10229 0.78550 -1.27668  C6 1.537, C8 1.451, H33 1.112
8 C -2.98158 1.91911 -1.49415  C7 1.451, C9 1.578, C10 1.465
9 C -2.33962 3.34745 -1.29742  C8 1.578, H34 1.039, H35 1.094, H36 1.093
10 C -4.42997 1.70854 -1.56194  C8 1.465, H37 1.127, H38 1.165, H39 1.045
11 O 0.66745 -0.87568 1.97262  C3 1.478, C12 1.431
12 C 1.10486 0.21378 2.79107  O11 1.431, O13 1.381, C14 1.557, H40 1.025
13 O 0.15490 0.31843 3.78824  C12 1.381, H41 0.934
14 C 2.44005 -0.22702 3.46039  C12 1.557, O15 1.433, C16 1.550, H42 1.095
15 O 2.91500 0.89417 4.21526  C14 1.433, H43 0.986
16 C 3.51271 -0.59049 2.40226  C14 1.550, C17 1.549, H44 1.150, H45 1.052
17 C 3.72309 0.35757 1.19572  C16 1.549, C18 1.387, C22 1.408
18 C 3.78793 -0.09330 -0.11453  C17 1.387, C19 1.369, H46 1.027
19 C 3.95870 0.80124 -1.13722  C18 1.369, C20 1.377, H47 1.101
20 C 4.41522 2.06484 -0.83740  C19 1.377, C21 1.367, H48 1.010
21 C 4.41191 2.43633 0.47813  C20 1.367, C22 1.336, H49 1.087
22 C 4.02178 1.69520 1.51846  C17 1.408, C21 1.336, H50 1.059
23 H 1.60869 -2.70493 0.30751  C1 1.085
24 H 0.29226 -3.69558 -0.62146  C1 1.106
25 H -1.35467 -2.12638 -0.36790  C2 1.082
26 H -2.68005 -0.41420 1.07401  C4 1.112
27 H -2.03237 -1.27495 2.35163  C4 1.088
28 H -1.75431 0.50754 2.27294  C4 1.116
29 H 1.11058 0.50301 -0.04997  C5 1.063
30 H -0.30600 1.50021 0.62395  C5 1.135
31 H -0.19369 -0.08948 -1.88060  C6 1.067
32 H -0.09123 1.61040 -1.70117  C6 1.116
33 H -2.45190 -0.26971 -1.28029  C7 1.112
34 H -2.54097 3.95435 -2.11593  C9 1.039
35 H -1.25067 3.24708 -1.33629  C9 1.094
36 H -2.60510 3.99281 -0.45670  C9 1.093
37 H -4.68219 0.62374 -1.73402  C10 1.127
38 H -5.03397 1.78197 -0.56847  C10 1.165
39 H -4.87953 2.27104 -2.31984  C10 1.045
40 H 1.33708 1.10588 2.34178  C12 1.025
41 H -0.09996 -0.56218 3.96657  O13 0.934
42 H 2.22638 -1.00008 4.20620  C14 1.095
43 H 2.14914 1.51363 4.26671  O15 0.986
44 H 4.51985 -0.71788 2.94324  C16 1.150
45 H 3.21228 -1.45576 1.88418  C16 1.052
46 H 3.65121 -1.05787 -0.44020  C18 1.027
47 H 3.95099 0.66375 -2.22910  C19 1.101
48 H 4.66969 2.69537 -1.58472  C20 1.010
49 H 4.73308 3.45027 0.70358  C21 1.087
50 H 4.22579 2.09360 2.47862  C22 1.059

LUMO = 0.7123 eV
SMILES string = C=C[C@](C)(CCC=C(C)C)O[C@@H](O)[C@H](O)Cc1ccccc1
ΔE to the lowest compared entry with this formula, charge and spin = 56.7 kcal per mole

---

(2)
The following is a quantum chemistry calculation of a cluster of 4 separate species, C34H51BBr6Cl2F9N2O5 in total, from the OMol25 dataset.

Bonds (Å) are listed after each position.
Cartesian coordinates (Å):
1 C 2.91864 -1.99868 2.57886  B2 1.650, H48 1.159, H49 1.151, H50 1.139
2 B 2.00880 -1.60275 1.26117  C1 1.650, O3 1.433, N4 1.557
3 O 1.18684 -2.66868 0.76920  B2 1.433, H51 0.991
4 N 2.06471 -0.15979 0.67876  B2 1.557, O5 1.376, C13 1.490, C42 1.544
5 O 2.61837 0.53200 1.73168  N4 1.376, C6 1.414
6 C 1.85427 1.48880 2.43856  O5 1.414, C7 1.633, H52 1.160, H53 1.162
7 C 0.76089 0.91818 3.50821  C6 1.633, N8 1.511, H54 1.160, H55 1.140
8 N -0.64479 1.34723 3.15877  C7 1.511, C9 1.517, H56 1.041
9 C -1.59898 0.46614 3.94238  N8 1.517, C10 1.623, H57 1.147, H58 1.157
10 C -2.39723 -0.56569 2.97708  C9 1.623, C11 1.630, O12 1.446, H59 1.148
11 C -3.52650 -1.29191 3.90115  C10 1.630, H60 1.145, H61 1.145, H62 1.146
12 O -3.03805 0.17990 1.91650  C10 1.446, H63 0.982
13 C 0.72518 0.28760 0.20222  N4 1.490, C14 1.615, H64 1.159, H65 1.157
14 C 0.17493 -0.41214 -1.14525  C13 1.615, C15 1.595, C28 1.612, H66 1.159
15 C -0.97256 0.48174 -1.80050  C14 1.595, F16 1.447, F17 1.442, C18 1.583
16 F -1.73590 -0.40292 -2.65446  C15 1.447
17 F -1.87851 0.81402 -0.72933  C15 1.442
18 C -0.52971 1.71001 -2.69624  C15 1.583, F19 1.418, F20 1.439, C21 1.637
19 F 0.64162 2.40205 -2.29823  C18 1.418
20 F -0.31694 1.33283 -4.06821  C18 1.439
21 C -1.69051 2.86070 -2.77856  C18 1.637, F22 1.412, F23 1.442, C24 1.603
22 F -2.99258 2.32405 -2.87412  C21 1.412
23 F -1.45204 3.50798 -4.04450  C21 1.442
24 C -1.52699 4.01148 -1.67425  C21 1.603, F25 1.411, F26 1.433, F27 1.409
25 F -1.13247 3.56331 -0.39630  C24 1.411
26 F -2.82145 4.60236 -1.50220  C24 1.433
27 F -0.66943 5.06268 -2.05478  C24 1.409
28 C 1.30560 -0.95778 -2.15698  C14 1.612, O29 1.439, C34 1.615, H67 1.161
29 O 1.34048 -2.39571 -2.19535  C28 1.439, C30 1.451
30 C 0.81835 -2.96115 -3.42534  O29 1.451, C31 1.631, H68 1.142, H69 1.143
31 C 0.29253 -4.45630 -3.04037  C30 1.631, C32 1.615, O33 1.467, H70 1.144
32 C -0.14676 -5.12351 -4.44406  C31 1.615, H71 1.152, H72 1.140, H73 1.152
33 O 1.43799 -5.25051 -2.58296  C31 1.467, H74 0.982
34 C 2.72901 -0.24015 -1.90035  C28 1.615, C35 1.616, C42 1.589, H75 1.164
35 C 3.83126 -0.85719 -2.90887  C34 1.616, C36 1.624, H76 1.154, H77 1.138
36 C 3.73301 -0.13792 -4.36155  C35 1.624, C37 1.542, C41 1.578
37 C 2.96256 -0.70466 -5.57112  C36 1.542, C38 1.575, H78 1.136
38 C 2.93752 0.01037 -6.97451  C37 1.575, C39 1.562, H79 1.144
39 C 3.71582 1.33994 -7.23504  C38 1.562, C40 1.574, H80 1.151
40 C 4.47808 1.92037 -5.98578  C39 1.574, C41 1.556, H81 1.145
41 C 4.50292 1.21930 -4.59705  C36 1.578, C40 1.556, H82 1.141
42 C 3.16473 0.00479 -0.39252  N4 1.544, C34 1.589, C43 1.587, H83 1.172
43 C 4.61293 -0.42755 0.09004  C42 1.587, Cl44 1.863, C45 1.409
44 Cl 5.69691 0.84790 0.90817  C43 1.863
45 C 5.24754 -1.68229 -0.00249  C43 1.409, C46 1.577, Cl47 1.845
46 C 4.50812 -2.94131 -0.59856  C45 1.577, H84 1.152, H85 1.136, H86 1.159
47 Cl 6.96935 -1.97477 0.59176  C45 1.845
48 H 3.08931 -3.14430 2.52779  C1 1.159
49 H 2.34811 -1.82934 3.56367  C1 1.151
50 H 3.95750 -1.53106 2.56358  C1 1.139
51 H 0.31270 -2.56061 1.22335  O3 0.991
52 H 1.39773 2.36889 1.83722  C6 1.160
53 H 2.60371 2.04334 3.13165  C6 1.162
54 H 0.96356 1.36689 4.55881  C7 1.160
55 H 0.81279 -0.21304 3.64299  C7 1.140
56 H -0.74301 2.26509 3.63919  N8 1.041
57 H -1.06312 -0.18680 4.71834  C9 1.147
58 H -2.36463 1.09472 4.53977  C9 1.157
59 H -1.72639 -1.41697 2.59807  C10 1.148
60 H -3.07051 -1.91872 4.74374  C11 1.145
61 H -4.15239 -0.47340 4.40010  C11 1.145
62 H -4.17757 -1.99977 3.27842  C11 1.146
63 H -3.68649 -0.43381 1.50802  O12 0.982
64 H -0.03620 -0.00336 1.02628  C13 1.159
65 H 0.64119 1.42243 -0.00827  C13 1.157
66 H -0.38064 -1.36204 -0.78049  C14 1.159
67 H 0.97398 -0.62073 -3.21699  C28 1.161
68 H -0.07170 -2.40786 -3.87801  C30 1.142
69 H 1.69336 -3.13301 -4.13963  C30 1.143
70 H -0.54768 -4.42863 -2.26519  C31 1.144
71 H 0.04590 -6.25282 -4.32286  C32 1.152
72 H -1.25635 -4.99266 -4.66827  C32 1.140
73 H 0.54538 -4.78639 -5.30063  C32 1.152
74 H 1.80132 -4.86711 -1.75528  O33 0.982
75 H 2.55260 0.79446 -2.40418  C34 1.164
76 H 3.67269 -1.97964 -3.12378  C35 1.154
77 H 4.91186 -0.71026 -2.58534  C35 1.138
78 H 2.37857 -1.67764 -5.51032  C37 1.136
79 H 2.36854 -0.45783 -7.84992  C38 1.144
80 H 3.73858 1.86774 -8.25760  C39 1.151
81 H 5.06422 2.88867 -6.15580  C40 1.145
82 H 5.10732 1.68483 -3.74840  C41 1.141
83 H 3.25733 1.17122 -0.33434  C42 1.172
84 H 5.16386 -3.38987 -1.43323  C46 1.152
85 H 3.44182 -2.79314 -0.96108  C46 1.136
86 H 4.45960 -3.73875 0.24146  C46 1.159
87 Br -1.36597 4.49990 4.83348  C88 1.949
88 C -2.71104 5.27611 3.65619  Br87 1.949, C89 1.509, H91 1.090, H92 1.091
89 C -2.28678 5.19360 2.21075  C88 1.509, Br90 1.949, H93 1.091, H94 1.090
90 Br -0.94614 6.54387 1.78648  C89 1.949
91 H -2.88228 6.29663 3.99940  C88 1.090
92 H -3.61174 4.68491 3.82628  C88 1.091
93 H -3.12790 5.41150 1.55047  C89 1.091
94 H -1.86055 4.22705 1.94112  C89 1.090
95 Br -2.38957 -2.86387 -1.29999  C96 1.949
96 C -3.51465 -4.26911 -0.55264  Br95 1.949, C97 1.508, H99 1.090, H100 1.091
97 C -3.87519 -3.97433 0.88143  C96 1.508, Br98 1.950, H101 1.091, H102 1.090
98 Br -2.37979 -4.34908 2.07584  C97 1.950
99 H -2.97572 -5.20878 -0.67735  C96 1.090
100 H -4.40758 -4.28193 -1.17985  C96 1.091
101 H -4.67961 -4.62992 1.21867  C97 1.091
102 H -4.16455 -2.93672 1.04899  C97 1.090
103 Br -6.10201 5.37398 4.89724  C104 1.949
104 C -6.57076 4.03276 6.23083  Br103 1.949, C105 1.509, H107 1.090, H108 1.091
105 C -5.37296 3.63656 7.05932  C104 1.509, Br106 1.951, H109 1.091, H110 1.090
106 Br -4.19406 2.43055 6.07800  C105 1.951
107 H -7.02028 3.19642 5.69528  C104 1.090
108 H -7.32892 4.50818 6.85536  C104 1.091
109 H -5.68574 3.07183 7.93902  C105 1.091
110 H -4.76633 4.48535 7.37531  C105 1.090

LUMO = -2.8474 eV
ΔE to the lowest compared entry with this formula, charge and spin = 251.8 kcal per mole
Net charge = +1

---

(3)
The following is a quantum chemistry calculation of an isolated molecule of C5H9NO, from the OMol25 dataset.

Bonds (Å) are listed after each position.
Cartesian coordinates (Å):
1 C 1.82201 -0.12445 0.23431  C2 1.520, H8 1.097, H9 1.095, H10 1.094
2 C 0.46843 0.55410 0.09723  C1 1.520, C3 1.542, N7 1.478, H11 1.100
3 C -0.53971 -0.14449 -0.83739  C2 1.542, O4 1.416, C5 1.537, H13 1.099
4 O -0.33543 -1.54417 -0.91156  C3 1.416, H14 0.965
5 C -1.87515 0.07677 -0.11018  C3 1.537, C6 1.522, H15 1.094, H16 1.099
6 C -1.58018 0.31422 1.36395  C5 1.522, N7 1.316
7 N -0.28748 0.55960 1.36701  C2 1.478, C6 1.316, H12 1.014
8 H 2.35483 -0.12798 -0.72420  C1 1.097
9 H 2.45634 0.40725 0.95189  C1 1.095
10 H 1.69678 -1.15602 0.57560  C1 1.094
11 H 0.60706 1.59466 -0.23029  C2 1.100
12 H 0.19801 0.78851 2.22677  N7 1.014
13 H -0.51503 0.30243 -1.84122  C3 1.099
14 H 0.47299 -1.70648 -1.41356  O4 0.965
15 H -2.55255 -0.76757 -0.26766  C5 1.094
16 H -2.39093 0.97362 -0.48070  C5 1.099

LUMO = 0.6995 eV
ΔE to the lowest compared entry with this formula, charge and spin = 57.4 kcal per mole

---

(4)
The following is a quantum chemistry calculation of a cluster of 4 separate species, C30H40F9IO8S2 in total, from the OMol25 dataset.

Bonds (Å) are listed after each position.
Cartesian coordinates (Å):
1 C -0.91980 -1.80821 4.04027  C2 1.530, H33 1.094, H34 1.089, H35 1.091
2 C 0.26190 -1.12055 4.72599  C1 1.530, I3 2.176, C4 1.545, H36 1.090
3 I 1.76222 -2.58078 5.31944  C2 2.176
4 C 0.85566 0.10916 4.00317  C2 1.545, C5 1.536, H37 1.094, H38 1.090
5 C 1.00309 0.06247 2.47506  C4 1.536, S6 1.821, C7 1.561, O23 1.469
6 S 1.60810 -1.54418 1.86890  C5 1.821, H39 1.349
7 C 1.88206 1.27320 2.02813  C5 1.561, C8 1.536, H40 1.097, H41 1.088
8 C 3.40578 1.08179 2.00585  C7 1.536, C9 1.562, H42 1.096, H43 1.088
9 C 4.12012 1.30856 3.37646  C8 1.562, C10 1.530, H44 1.091, H45 1.093
10 C 4.71118 0.04108 3.99792  C9 1.530, C11 1.556, H46 1.092, H47 1.092
11 C 5.78619 -0.64126 3.10314  C10 1.556, F12 1.348, F13 1.347, C14 1.553
12 F 6.29596 0.30814 2.29349  C11 1.348
13 F 5.17220 -1.62076 2.41173  C11 1.347
14 C 6.90084 -1.17508 4.04382  C11 1.553, F15 1.336, F16 1.328, S17 1.903
15 F 7.62604 -0.11536 4.41111  C14 1.336
16 F 6.40815 -1.71446 5.15272  C14 1.328
17 S 8.07905 -2.45485 3.27278  C14 1.903, F18 1.586, F19 1.597, F20 1.593, F21 1.576, F22 1.578
18 F 7.78655 -1.92886 1.80556  S17 1.586
19 F 9.30433 -1.43324 3.33989  S17 1.597
20 F 8.48475 -2.96415 4.72646  S17 1.593
21 F 6.92998 -3.53202 3.20531  S17 1.576
22 F 9.06281 -3.52133 2.65221  S17 1.578
23 O -0.34004 0.38027 1.97110  C5 1.469, C24 1.391
24 C -0.71486 -0.22004 0.77319  O23 1.391, O25 1.214, C26 1.544
25 O -1.56696 -1.08445 0.79188  C24 1.214
26 C -0.10654 0.27363 -0.55765  C24 1.544, C27 1.530, H48 1.080, H49 1.088
27 C -0.42871 -0.78752 -1.61226  C26 1.530, C28 1.376, C32 1.364
28 C -1.64564 -0.69534 -2.24750  C27 1.376, C29 1.372, H50 1.084
29 C -1.99675 -1.64630 -3.17247  C28 1.372, C30 1.371, H51 1.084
30 C -1.12086 -2.67064 -3.42552  C29 1.371, C31 1.363, H52 1.087
31 C 0.09396 -2.75681 -2.81350  C30 1.363, C32 1.385, H53 1.084
32 C 0.44815 -1.79768 -1.87971  C27 1.364, C31 1.385, H54 1.082
33 H -1.53328 -2.30992 4.79466  C1 1.094
34 H -1.57118 -1.11800 3.50608  C1 1.089
35 H -0.58415 -2.59079 3.35871  C1 1.091
36 H -0.10812 -0.75360 5.68314  C2 1.090
37 H 0.17362 0.94124 4.20364  C4 1.094
38 H 1.80868 0.33800 4.48010  C4 1.090
39 H 2.24939 -1.21568 0.72866  S6 1.349
40 H 1.67251 2.06627 2.75667  C7 1.097
41 H 1.53834 1.65324 1.06799  C7 1.088
42 H 3.79656 1.87737 1.36192  C8 1.096
43 H 3.74445 0.15171 1.55373  C8 1.088
44 H 4.89191 2.06847 3.24309  C9 1.091
45 H 3.39429 1.76923 4.05199  C9 1.093
46 H 3.91574 -0.68107 4.19100  C10 1.092
47 H 5.14834 0.32773 4.95716  C10 1.092
48 H 0.96917 0.27358 -0.45934  C26 1.080
49 H -0.47766 1.25643 -0.84147  C26 1.088
50 H -2.29395 0.13013 -1.97753  C28 1.084
51 H -2.96936 -1.56396 -3.64451  C29 1.084
52 H -1.40018 -3.44178 -4.13879  C30 1.087
53 H 0.78691 -3.56676 -3.00814  C31 1.084
54 H 1.41179 -1.89429 -1.39817  C32 1.082
55 O -4.84738 1.13478 -2.83116  C56 1.197
56 C -5.39814 0.35825 -3.55744  O55 1.197, C57 1.515, O60 1.354
57 C -6.67528 0.59234 -4.33741  C56 1.515, C58 1.526, H61 1.091, H62 1.087
58 C -7.07693 -0.82612 -4.73124  C57 1.526, C59 1.521, H63 1.088, H64 1.091
59 C -5.73010 -1.52866 -4.80800  C58 1.521, O60 1.440, H65 1.092, H66 1.088
60 O -4.90873 -0.87676 -3.82064  C56 1.354, C59 1.440
61 H -6.44729 1.21080 -5.20656  C57 1.091
62 H -7.42561 1.07684 -3.71738  C57 1.087
63 H -7.64519 -0.88517 -5.65740  C58 1.088
64 H -7.68113 -1.26927 -3.93799  C58 1.091
65 H -5.25484 -1.41279 -5.78455  C59 1.092
66 H -5.80027 -2.58854 -4.57422  C59 1.088
67 O 2.08823 1.90730 -1.21188  C68 1.198
68 C 2.59654 1.49963 -2.21760  O67 1.198, C69 1.514, O72 1.350
69 C 3.10950 2.32182 -3.38135  C68 1.514, C70 1.527, H73 1.091, H74 1.086
70 C 3.25449 1.27029 -4.47862  C69 1.527, C71 1.520, H75 1.088, H76 1.091
71 C 3.53886 0.01139 -3.67521  C70 1.520, O72 1.438, H77 1.092, H78 1.088
72 O 2.82563 0.18776 -2.43899  C68 1.350, C71 1.438
73 H 4.06827 2.76276 -3.10445  C69 1.091
74 H 2.39953 3.09958 -3.64853  C69 1.086
75 H 4.02722 1.49588 -5.21109  C70 1.088
76 H 2.30793 1.16391 -5.01088  C70 1.091
77 H 4.60066 -0.10672 -3.44803  C71 1.092
78 H 3.18287 -0.88956 -4.17010  C71 1.088
79 O -8.47491 3.66531 -2.19455  C80 1.197
80 C -8.00278 3.19845 -1.19871  O79 1.197, C81 1.514, O84 1.358
81 C -6.53210 3.03198 -0.87975  C80 1.514, C82 1.525, H85 1.091, H86 1.086
82 C -6.56251 2.04879 0.28527  C81 1.525, C83 1.521, H87 1.088, H88 1.092
83 C -7.90551 2.35852 0.92798  C82 1.521, O84 1.438, H89 1.093, H90 1.088
84 O -8.75752 2.76565 -0.15661  C80 1.358, C83 1.438
85 H -6.12176 3.99998 -0.58663  C81 1.091
86 H -5.99393 2.63366 -1.73516  C81 1.086
87 H -5.72368 2.14849 0.97155  C82 1.088
88 H -6.56170 1.02658 -0.09810  C82 1.092
89 H -7.84373 3.17875 1.64699  C83 1.093
90 H -8.34146 1.49214 1.42088  C83 1.088

LUMO = 0.4415 eV
SMILES string = C[C@@H](I)C[C@](S)(CCCCC(F)(F)C(F)(F)S(F)(F)(F)(F)F)OC(=O)Cc1ccccc1.O=C1CCCO1.O=C1CCCO1.O=C1CCCO1